# CH10O3S

A 4-piece molecular cluster, CH10O3S overall (ωB97M-V with the def2-TZVPD basis set, the Open Molecules 2025 dataset).

Last column: Mulliken charge in e.
Geometry (Å):
C (2.989967, 2.456412, -1.901107)  -0.73
S (2.460599, 1.465654, -0.482279)  -0.18
H (2.726782, 1.985749, -2.833738)  0.28
H (2.455606, 3.412009, -1.927814)  0.26
H (4.036221, 2.741363, -1.828020)  0.26
H (2.027363, 0.445086, -1.216255)  0.10
O (-1.602454, -2.499489, 4.559933)  -0.63
H (-0.699262, -2.827583, 4.601563)  0.30
H (-1.654390, -2.040223, 3.715360)  0.32
O (-4.744389, 2.103491, -2.829005)  -0.64
H (-4.335016, 1.236345, -2.818461)  0.32
H (-4.981334, 2.224108, -1.905867)  0.32
O (0.074578, -3.466336, 1.714767)  -0.60
H (0.438374, -3.511272, 0.865965)  0.29
H (0.807356, -3.725315, 2.284958)  0.31

Atoms 1-3, force components in eV/Å:
C -0.29 1.21 0.11
S 0.05 0.04 -0.04
H 0.32 -0.38 -0.21

E_tot = -667.9700 Ha
Kohn-Sham gap = 9.5 eV
Relative energy (zero: lowest compared OMol25 entry of this formula, charge and spin) = 16.8 kcal/mol
SMILES = CS.O.O.O
HOMO energy = -0.33791 Eh